1.
The following is a DFT calculation (ωB97M-V/def2-TZVPD) of a 2-piece molecular cluster, C18H30F8NO overall.

The geometry in XYZ format:
```
58
Properties=species:S:1:pos:R:3
C -2.0976 -2.1806 -6.0883
N -2.8291 -0.9808 -5.7068
C -2.2442 -0.2257 -4.5684
C -1.5492 1.0844 -5.0282
C -0.0160 1.0492 -4.8225
C 0.4287 0.6350 -3.3944
C 1.2527 -0.6723 -3.4406
C 2.6731 -0.2782 -3.8699
C 1.3050 -1.3723 -2.0817
C 0.0455 -2.1938 -1.7468
C -0.5239 -1.8975 -0.3588
C -0.6101 -0.6170 0.1702
C -1.6685 0.3682 -0.2585
C 0.3758 -0.1542 1.2289
H -2.7600 -3.0504 -6.1264
H -1.6502 -2.0391 -7.0768
H -1.2901 -2.4331 -5.3962
H -3.8096 -1.1730 -5.5725
H -1.5905 -0.8799 -3.9748
H -3.0674 0.0617 -3.9021
H -1.6923 1.1004 -6.1139
H 0.3650 2.0643 -4.9814
H 0.5365 0.4264 -5.5585
H 1.0125 1.4207 -2.9043
H -0.4552 0.4954 -2.7774
H 0.7680 -1.2854 -4.1982
H 3.1221 0.2293 -3.0167
H 2.6232 0.3696 -4.7395
H 3.2638 -1.1627 -4.1189
H 1.5589 -0.6301 -1.3278
H 2.1443 -2.0762 -2.1134
H 0.3303 -3.2426 -1.7071
H -0.7122 -2.1149 -2.5336
H -0.8571 -2.7268 0.2630
H -1.8142 1.1168 0.5214
H -1.4035 0.9231 -1.1665
H -2.6093 -0.1425 -0.4092
H -0.0377 -0.2434 2.2413
H 1.2819 -0.7394 1.1415
H 0.6382 0.8686 0.9605
C 1.4480 0.3082 5.6003
C -0.0582 0.0149 5.5213
C -0.9229 1.1384 4.9596
F -0.8481 2.2640 5.7070
F -2.2251 0.7627 4.9506
F -0.4961 -0.3871 6.7361
F -0.1991 -1.0563 4.6949
O 1.9702 0.7358 6.8449
C 1.9202 2.0610 7.1921
C 1.0169 2.2939 8.4033
F -0.2321 1.8401 8.1743
F 0.9382 3.6221 8.6580
F 1.5749 2.8271 6.1416
F 3.1765 2.4218 7.5431
H 1.9337 -0.6516 5.4337
H 1.7821 0.9463 4.7817
H -0.6367 1.3756 3.9309
H 1.4201 1.7819 9.2798
```

LUMO energy (eV): 2.01
Kohn-Sham gap (eV): 2.9
Net charge: -1

***

2.
The following is a DFT calculation (ωB97M-V/def2-TZVPD) of C31H64Ca3NO17P2 as an isolated structure.

The geometry in XYZ format:
```
118
Properties=species:S:1:pos:R:3
Ca 13.0450 -14.6855 -6.6721
Ca 9.7062 -15.6036 -7.0309
Ca 10.8290 -15.6630 -10.2808
P 12.2570 -16.7375 -8.0792
O 11.6739 -15.2676 -8.2238
O 11.4752 -17.3720 -9.2215
O 11.7278 -16.6649 -6.5570
O 13.7570 -16.2978 -8.0711
P 7.9804 -15.6346 -9.4513
O 9.1468 -14.6724 -8.9909
O 8.6606 -15.6310 -10.8351
O 6.8479 -14.6597 -9.4570
O 8.2508 -16.7306 -8.3747
O 10.6309 -12.0221 -4.7005
C 11.3892 -13.0200 -5.1401
O 10.8533 -13.9629 -5.7262
O 12.6190 -12.9439 -5.1644
H 11.4225 -11.5116 -4.5147
C 13.3208 -20.2095 -4.9192
C 13.4462 -21.7595 -4.9636
C 13.4263 -22.1032 -6.4216
O 14.0758 -21.0208 -7.1205
C 13.6145 -19.8962 -6.4210
H 14.0042 -19.7245 -4.2222
H 12.3263 -19.8483 -4.6572
H 12.6536 -22.1608 -4.3320
H 14.4135 -22.0102 -4.5284
H 12.4238 -22.2445 -6.8255
H 13.8688 -23.0671 -6.6726
H 12.6907 -19.4156 -6.7432
H 14.1893 -18.9972 -6.6434
C 14.4019 -16.3646 -2.4574
C 15.1863 -16.9091 -3.5494
C 14.1974 -16.7810 -4.7385
O 13.8820 -15.4055 -4.5682
C 13.6154 -15.2168 -3.1595
H 14.9449 -16.0402 -1.5698
H 13.6484 -17.0297 -2.0357
H 15.4692 -17.9556 -3.4352
H 16.0644 -16.2640 -3.5773
H 13.3173 -17.4208 -4.8032
H 14.6508 -16.9024 -5.7223
H 12.5308 -15.2105 -3.0522
H 13.9989 -14.2115 -2.9853
C 17.7625 -14.5261 -5.8744
C 17.1501 -13.6069 -4.7808
C 15.9594 -12.9474 -5.4006
O 15.4728 -13.9241 -6.2877
C 16.5580 -14.6984 -6.8042
H 18.1109 -15.4657 -5.4455
H 18.5918 -14.0859 -6.4281
H 17.8558 -12.8800 -4.3787
H 16.9479 -14.3078 -3.9709
H 16.2070 -11.9919 -5.8630
H 15.2307 -12.6600 -4.6426
H 16.8132 -14.4269 -7.8285
H 16.1333 -15.7021 -6.7871
C 10.0165 -18.0301 -3.2146
C 9.3569 -18.8916 -4.2063
C 8.8399 -17.9894 -5.3829
O 9.3207 -16.7136 -5.0251
C 9.3723 -16.6876 -3.6119
H 11.1012 -18.1156 -3.2802
H 9.7980 -18.1398 -2.1524
H 8.5790 -19.4785 -3.7179
H 9.9469 -19.7646 -4.4854
H 7.7504 -18.0158 -5.4002
H 9.2092 -18.2916 -6.3629
H 8.3703 -16.5411 -3.2085
H 9.8904 -15.8402 -3.1628
C 13.2672 -10.8122 -8.8704
C 14.3778 -11.3368 -9.7042
C 14.5834 -12.7511 -9.0631
O 13.3763 -12.8980 -8.2211
C 12.4024 -11.9913 -8.5793
H 12.7616 -9.9301 -9.2632
H 13.6178 -10.4512 -7.9035
H 15.2194 -10.6731 -9.5058
H 14.0536 -11.4857 -10.7342
H 15.5334 -12.6884 -8.5323
H 14.5246 -13.5336 -9.8196
H 11.8085 -11.7208 -7.7062
H 11.7775 -12.3476 -9.3983
C 8.6941 -20.1299 -8.5160
C 8.1944 -21.4378 -9.0524
C 9.3796 -22.3285 -8.9347
O 10.4141 -21.5763 -8.2554
C 10.2028 -20.2382 -8.6540
H 8.6124 -20.1053 -7.4293
H 8.3751 -19.2586 -9.0880
H 7.9923 -21.3630 -10.1209
H 7.2557 -21.7323 -8.5831
H 9.6052 -22.7206 -9.9264
H 9.0820 -23.1834 -8.3275
H 10.6221 -20.1056 -9.6513
H 10.8097 -19.5860 -8.0260
C 9.8544 -18.5982 -11.8839
C 11.2522 -18.1713 -12.2707
N 11.5545 -16.6792 -12.3584
C 10.7452 -16.0751 -13.4401
C 10.8347 -16.7126 -14.7886
C 12.9980 -16.5196 -12.7013
C 13.9386 -16.8190 -11.5806
H 9.1083 -18.1480 -12.5387
H 9.5942 -18.1199 -10.9397
H 9.8218 -19.6848 -11.8050
H 11.9038 -18.5444 -11.4805
H 11.6140 -18.6761 -13.1664
H 9.7161 -15.9844 -13.0924
H 10.9126 -14.9992 -13.4902
H 10.4555 -17.7338 -14.8274
H 10.2063 -16.1422 -15.4725
H 11.8525 -16.7122 -15.1787
H 13.1436 -15.4992 -13.0558
H 13.2997 -17.2352 -13.4662
H 13.7841 -16.1002 -10.7759
H 14.9640 -16.7019 -11.9312
H 13.9511 -17.8228 -11.1559
```

LUMO energy (eV): 1.88
Kohn-Sham gap (eV): 5.0
Net charge: -1
Energy relative to the best compared isomer or geometry (same formula, charge and spin) (kJ/mol): 337.7

***

3.
The following is a DFT calculation (ωB97M-V/def2-TZVPD) of the molecule C22H19Cl3N4S.

The geometry in XYZ format:
```
49
Properties=species:S:1:pos:R:3
S 4.4355 3.7294 -1.6828
Cl -4.0318 0.3459 6.3881
Cl -5.1735 -4.8639 -0.3111
Cl -0.9927 -2.6923 2.3516
N -0.1315 -0.3205 -0.8427
N 2.5171 2.1404 -0.8383
C 3.5599 2.3504 -1.7460
C 0.6286 0.6557 -0.4159
C 1.8451 1.1084 -1.2113
C -0.9076 0.3539 1.1856
C 0.1813 1.1430 0.8830
C -1.7445 0.4222 4.8913
C -3.8017 0.2075 3.6581
C -3.9458 -2.5572 -1.1327
C -3.0515 -3.5424 0.8878
C -1.0413 0.4843 3.6965
C -3.0968 0.3414 2.4500
C -2.9778 -1.5261 -1.0062
C -3.1324 0.3253 4.8740
C -3.9751 -3.5839 -0.1871
C -2.0672 -2.5416 0.9666
C -1.6980 0.4633 2.4620
C -2.0044 -1.5324 -0.0042
N -1.0684 -0.5177 0.1422
N 2.3597 0.5304 -2.3953
C 0.7428 2.2757 1.6802
C 2.0162 -0.8102 -2.8873
C 4.8682 0.3304 -2.6523
C 3.5931 1.8364 -4.2299
C 3.6072 1.2381 -2.7814
H -1.2311 0.5147 5.8469
H -4.8788 0.0519 3.6468
H -4.6493 -2.5234 -1.9474
H -3.0950 -4.2800 1.6581
H 0.0262 0.5523 3.7589
H -3.5887 0.3116 1.4804
H -2.9236 -0.7455 -1.7528
H 0.8738 3.1622 1.0693
H 1.7360 1.9771 2.0159
H 0.1549 2.4855 2.5652
H 1.8077 -1.4506 -2.0305
H 1.1260 -0.8101 -3.5216
H 2.8490 -1.2949 -3.3934
H 4.6039 -0.5929 -2.1185
H 5.6895 0.7692 -2.0677
H 5.2629 0.0384 -3.6172
H 2.9126 2.6927 -4.2765
H 4.5661 2.2403 -4.5339
H 3.2455 1.1079 -4.9744
```

LUMO energy (eV): -0.27
Kohn-Sham gap (eV): 7.9
SMILES string: Cc1c(C2=NC(=S)C(C)(C)N2C)nn(-c2ccc(Cl)cc2Cl)c1-c1ccc(Cl)cc1
Energy relative to the best compared isomer or geometry (same formula, charge and spin) (kJ/mol): 0.0

***

4.
The following is a DFT calculation (ωB97M-V/def2-TZVPD) of the molecule C18H18B2N2O6.

The geometry in XYZ format:
```
46
Properties=species:S:1:pos:R:3
O -2.0458 -2.8355 2.3050
O 1.7570 -1.7449 0.3728
O -6.3926 -0.3583 1.3139
O 1.8833 1.5511 -3.3473
O -6.2963 0.6298 -0.9778
O 3.4415 3.4259 -2.8255
B -5.7619 -0.0643 0.1159
B 2.7396 2.2413 -2.4749
C -0.9892 -2.6960 1.7227
C 1.9748 -1.4694 1.5368
C -1.8373 -0.8753 -1.3830
C 4.1652 1.5445 1.4447
C -3.2704 -1.1824 0.5211
C 2.5296 0.8160 -0.1656
C -2.8705 -0.2709 -2.0725
C 4.6184 2.5453 0.5870
C -4.2961 -0.5825 -0.1742
C 2.9983 1.7887 -1.0087
C -2.0233 -1.3200 -0.0867
C 3.1459 0.6511 1.0669
C -4.0964 -0.1338 -1.4694
C 4.0171 2.6563 -0.6639
N -0.9358 -1.9358 0.5546
N 2.7241 -0.3812 1.9262
C -5.3662 0.4916 -2.0396
C 4.2726 3.7104 -1.7329
C 0.2908 -3.3081 2.2162
C 1.3345 -2.2773 2.6541
H -7.1766 0.1774 1.4111
H 1.9769 1.6997 -4.2861
H -0.9031 -1.1325 -1.8593
H 4.5458 1.5251 2.4603
H -3.4521 -1.5831 1.5010
H 1.7087 0.1599 -0.4368
H -2.7203 0.0313 -3.0896
H 5.3041 3.2806 0.9387
H 0.0266 -1.8171 0.1895
H 2.9225 -0.3402 2.9520
H -5.2381 1.4634 -2.5296
H -5.8522 -0.2018 -2.7383
H 5.3127 3.7108 -2.1044
H 4.0636 4.7470 -1.3860
H 0.0706 -3.9617 3.0858
H 0.7043 -3.9719 1.4328
H 2.1439 -2.7787 3.1606
H 0.8514 -1.6242 3.3825
```

LUMO energy (eV): 0.40
Kohn-Sham gap (eV): 8.5
SMILES string: O=C(CCC(=O)Nc1ccc2c(c1)B(O)OC2)Nc1ccc2c(c1)B(O)OC2

***

5.
The following is a DFT calculation (ωB97M-V/def2-TZVPD) of a 2-piece molecular cluster, C10H11BF3O6 overall.

The geometry in XYZ format:
```
31
Properties=species:S:1:pos:R:3
O -1.2579 -2.0570 -0.3701
B 0.0661 -1.9297 0.1024
O 0.5659 -0.6260 -0.1111
C 0.8161 -3.0655 0.7809
C 1.7880 -2.6262 1.8773
C 1.4134 -3.2382 3.2400
C 2.4222 -3.0428 4.3321
F 2.9738 -1.8082 4.3538
F 1.9024 -3.2312 5.5766
F 3.4608 -3.9100 4.2413
H -1.4439 -3.0029 -0.3420
H -0.1342 0.0373 -0.1007
H 1.3637 -3.6534 0.0310
H 2.8202 -2.9396 1.6587
H 1.8084 -1.5330 1.9875
H 0.4456 -2.8633 3.5785
H 1.2978 -4.3145 3.0960
C -0.4912 3.1324 -3.5215
C -0.1854 2.5054 -2.3690
C -1.1384 2.4903 -1.1858
O -0.7386 1.9185 -0.1907
C -2.4211 3.1467 -1.3083
C -2.7161 3.7605 -2.4616
C -1.7645 3.7876 -3.6396
O -2.1644 4.3779 -4.6346
O -3.8523 4.4055 -2.6972
O 0.9418 1.8556 -2.1759
H 0.1792 3.1496 -4.3688
H -3.0935 3.1269 -0.4626
H -3.7698 4.7335 -3.6171
H 0.9059 1.4138 -1.2992
```

LUMO energy (eV): 0.53
Kohn-Sham gap (eV): 2.6
Net charge: -1

***

6.
The following is a DFT calculation (ωB97M-V/def2-TZVPD) of the molecule C6H12O.

The geometry in XYZ format:
```
19
Properties=species:S:1:pos:R:3
C 0.2882 1.8076 -1.3957
C 0.9616 0.8335 -0.4762
C -0.3908 0.7047 1.9525
O -0.8300 -0.4620 1.2990
C -0.2512 -0.9589 0.1943
C -1.0058 -2.1906 -0.2345
C 1.0018 -0.6310 -0.5125
H 0.4928 2.8088 -0.9856
H -0.8125 1.7188 -1.4206
H 0.6503 1.8207 -2.4444
H 1.5960 1.2901 0.2817
H -1.0282 0.8075 2.8361
H -0.5094 1.5616 1.2712
H 0.6623 0.6575 2.2475
H -1.5594 -2.5354 0.6435
H -0.2525 -2.9516 -0.4821
H -1.7130 -2.1486 -1.0734
H 0.7911 -0.9832 -1.5333
H 1.9086 -1.1494 -0.1673
```

LUMO energy (spin up / spin down) (eV): 0.94 / 0.99
Kohn-Sham gap (spin up / spin down) (eV): 7.1 / 8.1
Energy relative to the best compared isomer or geometry (same formula, charge and spin) (kJ/mol): 449.0

***

| no. | E_tot (eV) |
| --- | --- |
| 1 | -44424.1737 |
| 2 | -143389.9719 |
| 3 | -77485.1101 |
| 4 | -35582.4567 |
| 5 | -31664.8253 |
| 6 | -8459.7000 |